28
Properties=species:S:1:pos:R:3:forces:R:3 method="wB97M-V/def2-TZVPD" de_lowest_kcal_mol=0.0 largest_force_ev_per_a=2.5 orbital_gap_ha=0.3655 e_lumo_ev=0.560
C 1.249 1.361 -0.464 0.10 0.17 0.06
C 1.549 0.979 0.765 0.29 -0.03 0.04
C 0.333 -2.258 0.536 -0.27 -0.12 0.09
C 1.326 1.800 1.993 -0.09 0.07 -0.08
C -1.879 -0.533 -1.851 0.21 -0.25 0.33
C 2.172 -0.387 1.025 0.03 0.58 0.08
C -1.610 -1.474 -0.688 -0.29 -0.04 -0.10
C 1.099 -1.251 1.579 -0.27 -1.93 -1.59
C 1.022 -3.366 -0.440 0.21 1.44 1.09
O -0.561 -2.992 1.280 -0.06 -0.08 0.09
O 0.606 -1.208 2.670 0.19 0.18 0.41
O -0.250 -1.290 -0.297 -0.09 0.03 0.23
F 0.133 -4.287 -0.788 -0.28 -0.12 -0.08
F 2.036 -3.996 0.172 0.05 0.02 0.18
Br 1.690 -2.515 -2.044 0.26 -0.15 -0.28
H 1.425 0.731 -1.315 0.04 -0.22 -0.18
H 0.818 2.329 -0.657 -0.12 0.24 0.01
H 0.772 2.706 1.765 -0.04 0.11 -0.01
H 2.284 2.078 2.432 0.05 0.02 0.10
H 0.775 1.226 2.737 -0.01 0.04 0.09
H -2.927 -0.594 -2.130 -0.11 0.03 -0.07
H -1.640 0.487 -1.563 -0.03 0.12 0.00
H -1.261 -0.806 -2.702 0.02 0.00 -0.10
H 2.577 -0.798 0.103 -0.02 -0.10 0.06
H 2.958 -0.280 1.775 0.03 -0.08 -0.02
H -1.787 -2.516 -0.977 -0.01 0.11 0.05
H -2.259 -1.236 0.164 0.04 -0.11 -0.13
H -0.590 -2.610 2.180 0.15 0.08 -0.26

79
Properties=species:S:1:pos:R:3:forces:R:3 method="wB97M-V/def2-TZVPD" de_lowest_kcal_mol=1.2 total_charge=+1 largest_force_ev_per_a=0.6 orbital_gap_ha=0.2421 e_lumo_ev=-4.286
Zr -0.006 -0.802 1.148 0.19 0.42 -0.41
O -4.240 -1.114 -0.352 -0.12 -0.02 0.01
C -2.968 -1.279 -0.076 -0.07 0.03 -0.15
O -2.352 -0.603 0.717 -0.03 -0.01 0.42
C -2.294 -2.352 -0.849 0.01 -0.14 -0.08
C -2.940 -3.152 -1.777 -0.02 0.00 0.07
C -2.199 -4.134 -2.410 -0.03 -0.04 -0.04
C -0.862 -4.282 -2.078 0.04 -0.02 0.00
C -0.305 -3.429 -1.138 0.04 0.02 -0.06
N -1.005 -2.466 -0.547 -0.12 -0.03 0.09
C 1.113 -3.490 -0.643 -0.03 -0.03 -0.01
O 1.988 -4.281 -1.235 0.02 -0.04 -0.03
O 1.434 -2.820 0.306 -0.04 0.10 0.02
H -4.601 -0.400 0.201 -0.01 0.00 -0.01
H -3.992 -3.007 -1.982 0.02 0.00 0.00
H -2.657 -4.787 -3.139 0.00 0.01 0.01
H -0.283 -5.071 -2.542 -0.01 0.01 0.01
H 1.640 -4.706 -2.028 0.01 -0.01 0.01
O 5.249 -2.245 4.307 0.01 -0.01 0.00
C 4.161 -1.868 3.625 -0.01 0.02 0.01
C 4.222 -1.062 2.483 -0.06 0.06 0.03
C 3.035 -0.734 1.870 0.05 -0.13 0.04
N 1.869 -1.153 2.341 0.01 -0.01 -0.07
C 1.803 -1.964 3.389 0.02 -0.19 0.00
C 2.927 -2.352 4.076 -0.01 0.09 0.06
C 0.401 -2.503 3.612 -0.01 0.04 -0.02
O 0.092 -3.129 4.586 0.00 -0.05 0.01
O -0.390 -2.203 2.590 -0.13 -0.05 0.15
C 2.897 -0.046 0.530 0.15 -0.01 -0.03
O 3.836 0.399 -0.078 -0.03 0.01 0.07
O 1.650 -0.063 0.113 0.13 0.13 -0.01
H 6.050 -1.875 3.918 0.00 0.00 0.00
H 5.158 -0.720 2.059 0.00 0.00 0.01
H 2.862 -3.021 4.922 0.00 0.00 -0.01
C -1.953 2.746 -3.816 -0.06 0.02 0.05
C -2.140 1.602 -2.823 0.00 -0.03 0.03
C -2.604 0.333 -3.539 0.00 0.00 0.01
Sb -0.446 1.154 -1.525 0.15 -0.03 -0.29
C 0.237 3.159 -1.124 -0.04 0.00 0.02
C -0.886 3.995 -0.517 0.05 -0.01 0.05
C 1.472 3.142 -0.228 0.03 -0.01 -0.04
C 1.130 0.572 -2.907 -0.07 0.08 -0.03
C 1.109 1.272 -4.260 0.03 0.05 0.01
C 1.186 -0.940 -3.076 -0.03 -0.03 -0.04
H -2.913 2.997 -4.278 0.02 -0.01 0.02
H -1.273 2.471 -4.618 0.03 -0.02 -0.04
H -1.568 3.653 -3.352 0.00 0.01 0.03
H -2.912 1.894 -2.102 -0.01 0.00 -0.01
H -1.854 -0.011 -4.256 -0.01 -0.01 0.02
H -3.526 0.517 -4.099 0.02 0.01 0.01
H -2.802 -0.490 -2.846 0.01 0.04 -0.03
H 0.511 3.563 -2.103 -0.03 -0.01 0.00
H -1.199 3.583 0.444 0.01 0.02 -0.06
H -1.765 4.060 -1.158 -0.03 -0.02 -0.04
H -0.539 5.016 -0.334 0.00 -0.01 -0.01
H 1.242 2.700 0.745 0.01 0.00 0.00
H 1.820 4.165 -0.059 -0.02 -0.01 0.01
H 2.297 2.578 -0.667 -0.03 0.01 0.04
H 2.023 0.881 -2.361 0.01 0.01 0.03
H 0.275 0.935 -4.877 -0.01 0.00 0.00
H 2.028 1.045 -4.810 -0.02 0.00 0.02
H 1.046 2.357 -4.167 0.00 -0.01 -0.01
H 0.264 -1.337 -3.517 0.02 0.01 0.01
H 1.355 -1.418 -2.113 0.02 -0.04 0.06
H 2.014 -1.222 -3.735 -0.02 0.00 0.01
C -1.187 2.813 3.063 0.04 -0.04 -0.04
C -0.808 1.380 3.403 0.03 0.07 0.11
C 0.347 1.348 4.396 0.03 -0.02 -0.05
C -2.011 0.624 3.949 0.03 -0.08 0.01
O -0.372 0.728 2.199 -0.07 -0.07 0.09
H -1.526 3.338 3.958 0.02 -0.03 -0.01
H -2.001 2.819 2.338 -0.01 0.02 -0.01
H -0.335 3.354 2.646 -0.03 -0.03 0.02
H 0.085 1.895 5.303 -0.01 0.00 -0.02
H 1.235 1.806 3.959 0.00 0.00 0.01
H 0.583 0.321 4.683 0.01 0.00 -0.01
H -2.352 1.081 4.879 0.00 -0.01 0.00
H -1.752 -0.418 4.151 -0.03 0.05 0.00
H -2.831 0.651 3.231 -0.02 -0.01 -0.01

10
Properties=species:S:1:pos:R:3:forces:R:3 method="wB97M-V/def2-TZVPD" de_lowest_kcal_mol=132.5 largest_force_ev_per_a=3.0 orbital_gap_ha=0.4358 e_lumo_ev=0.775
C -0.227 0.168 0.428 0.74 -0.04 -0.37
C 0.932 1.021 0.807 0.78 -0.49 2.42
O -1.366 0.190 0.758 -0.44 0.08 -0.18
O -1.100 -1.469 -2.033 2.06 -1.18 -0.87
O 0.372 -0.775 -0.376 -0.84 -0.80 -1.03
O -0.560 -1.799 -0.809 0.43 -0.42 1.10
H 0.772 2.096 0.823 -0.13 -0.12 -0.46
H 1.824 0.658 0.269 -0.40 0.70 0.27
H 1.075 0.749 1.915 0.03 0.38 -1.42
H -1.721 -0.838 -1.781 -2.23 1.89 0.55